Entry 1:
Below is 2 unconnected molecules or ions with the total composition C31H42Br3NO4S at a distorted geometry, with properties calculated with the ωB97M-V functional and the def2-TZVPD basis.

Computed properties:
Kohn-Sham gap = 8.312 eV
SMILES = C#Cc1cc(CCCCCCCCC)c2c(c1COO)Nc1c(ccc(COCCOCC)c1Br)S2.BrCCBr
Highest occupied orbital energy = -7.78 eV
Largest force on an atom = 0.0218 hartree/bohr

Each line ends with the Löwdin charge.
Element x y z (Å)
1 C 3.56233 -2.93419 4.01129  0.153
2 C 3.11795 -2.97990 2.90605  -0.085
3 C 2.35336 -2.72605 1.72364  -0.180
4 C 1.11214 -3.32792 1.60538  0.020
5 C 0.30602 -3.10451 0.50772  -0.223
6 C -1.05877 -3.73666 0.40242  -0.156
7 C -1.87379 -3.72789 1.71109  -0.185
8 C -2.80257 -2.51374 1.83311  -0.198
9 C -2.10535 -1.18538 1.59826  -0.193
10 C -3.09952 -0.00763 1.48717  -0.187
11 C -3.55572 0.21678 0.03758  -0.195
12 C -4.79869 -0.62608 -0.35197  -0.215
13 C -5.75960 0.12969 -1.29481  -0.260
14 C -6.83271 0.83980 -0.46388  -0.114
15 C 0.79870 -2.26257 -0.48425  -0.394
16 C 2.04918 -1.65897 -0.38853  -0.262
17 C 2.85860 -1.88493 0.72574  -0.089
18 C 4.22665 -1.30022 0.93189  -0.137
19 O 4.16174 -0.34637 1.99934  -0.129
20 O 4.91911 0.79517 1.58133  -0.048
21 N 2.48366 -0.82338 -1.44588  0.048
22 C 1.56841 0.17555 -1.82426  -0.284
23 C 0.26303 -0.17167 -2.11618  -0.437
24 C -0.67344 0.74796 -2.51848  -0.089
25 C -0.31297 2.08181 -2.62058  -0.037
26 C 0.98041 2.45935 -2.30622  -0.238
27 C 1.33376 3.93434 -2.37131  -0.187
28 O 1.52670 4.43195 -1.04928  -0.141
29 C 0.31781 4.64342 -0.37346  -0.208
30 C 0.57903 5.22412 0.99283  -0.183
31 O 0.94483 4.15152 1.85249  -0.142
32 C 0.64204 4.40785 3.20599  -0.281
33 C -0.77847 4.00922 3.58285  -0.073
34 C 1.92824 1.51559 -1.92358  -0.486
35 Br 3.70301 2.05944 -1.52690  0.895
36 S -0.13661 -1.89206 -1.95133  1.056
37 H 3.95980 -2.89856 4.99163  0.032
38 H 0.78401 -3.96583 2.40995  0.122
39 H -1.63033 -3.14044 -0.30931  0.066
40 H -1.01462 -4.73408 -0.02870  0.122
41 H -2.44101 -4.65578 1.75228  0.107
42 H -1.23999 -3.73185 2.59613  0.095
43 H -3.17308 -2.49422 2.85965  0.114
44 H -3.66618 -2.66301 1.18704  0.102
45 H -1.41897 -0.96228 2.41711  0.120
46 H -1.50642 -1.17150 0.69103  0.083
47 H -2.63602 0.91046 1.84472  0.094
48 H -3.95556 -0.21803 2.12701  0.104
49 H -2.76627 -0.09906 -0.64167  0.080
50 H -3.73313 1.27269 -0.17014  0.105
51 H -4.46833 -1.57172 -0.77196  0.100
52 H -5.33633 -0.82828 0.57381  0.093
53 H -6.25315 -0.60995 -1.92210  0.098
54 H -5.18889 0.83778 -1.89169  0.098
55 H -7.32066 0.08710 0.15141  0.069
56 H -6.37234 1.54364 0.22730  0.071
57 H -7.55694 1.32504 -1.11202  0.066
58 H 4.63465 -0.79031 0.06539  0.105
59 H 4.93300 -2.08967 1.19227  0.131
60 H 5.44395 0.98057 2.37048  0.099
61 H 3.37304 -0.38806 -1.25114  0.034
62 H -1.68591 0.46562 -2.76605  0.105
63 H -1.01831 2.83928 -2.92148  0.115
64 H 2.26584 4.06807 -2.90642  0.103
65 H 0.51290 4.49117 -2.82640  0.119
66 H -0.36200 5.29183 -0.94283  0.129
67 H -0.23832 3.71686 -0.19635  0.132
68 H -0.37169 5.63125 1.34517  0.122
69 H 1.35759 5.98719 0.96213  0.134
70 H 0.82969 5.45641 3.45513  0.116
71 H 1.32768 3.82208 3.81570  0.114
72 H -1.08392 3.11175 3.05373  0.069
73 H -1.48707 4.81766 3.41414  0.066
74 H -0.84721 3.77523 4.64402  0.071
75 Br 4.04934 -1.72092 -5.59023  0.606
76 C 5.18881 -3.05842 -4.75401  -0.701
77 C 4.38040 -4.16546 -4.13252  -0.686
78 Br 3.56348 -3.59116 -2.46491  0.734
79 H 5.80569 -2.53539 -4.03064  0.048
80 H 5.81635 -3.44551 -5.55393  0.055
81 H 5.02171 -5.00549 -3.87361  0.056
82 H 3.57626 -4.51010 -4.77439  0.050

=====

Entry 2:
Below is 2 unconnected molecules or ions with the total composition C31H42BrN2O5 at a distorted geometry, with properties calculated with the ωB97M-V functional and the def2-TZVPD basis.

Computed properties:
Kohn-Sham gap (spin up / spin down) = 6.855 / 7.829 eV
Multiplicity = 2
Highest occupied orbital energy (spin up / spin down) = -7.99 / -8.96 eV
<S²> = 0.754
Largest force on an atom = 0.0233 hartree/bohr

Each line ends with the Löwdin spin population.
Element x y z (Å)
1 C -3.28441 -1.50589 5.43906  0.000
2 C -3.54218 -2.88295 4.85632  0.000
3 O -4.50179 -3.53975 5.69794  0.000
4 C -2.27609 -3.73994 4.70402  0.000
5 N -2.19251 -4.38254 3.37945  0.000
6 C -0.88254 -4.28789 2.74482  0.000
7 C -0.60149 -2.88332 2.24060  0.000
8 O -1.19840 -2.72387 0.97115  0.000
9 C -0.75068 -1.63950 0.16787  0.000
10 C 0.71537 -1.87059 -0.22936  0.000
11 C 0.96011 -3.13281 -1.06915  0.000
12 C 1.37667 -2.82679 -2.50051  0.000
13 Br 2.33064 -4.24475 -0.23540  0.000
14 C -1.71663 -1.63387 -1.03055  0.011
15 C -2.12087 -0.26634 -1.58029  0.025
16 C -3.21514 -0.48184 -2.62836  0.001
17 C -0.94710 0.46681 -2.26055  0.011
18 N -2.67729 0.61120 -0.48432  0.392
19 O -3.88909 0.98450 -0.59260  0.503
20 C -2.25762 0.32519 0.91545  0.027
21 C -2.17289 1.68489 1.66641  0.008
22 C -3.28694 -0.59138 1.59336  0.015
23 C -0.85263 -0.27297 0.85805  0.000
24 H -3.20079 -1.54642 6.52507  0.000
25 H -2.38571 -1.05683 5.01652  0.000
26 H -4.11876 -0.84375 5.20702  0.000
27 H -3.97204 -2.77320 3.85869  0.000
28 H -5.08587 -4.03905 5.13458  0.000
29 H -2.28609 -4.49461 5.49258  0.000
30 H -1.39379 -3.11884 4.85918  0.000
31 H -2.42670 -5.35697 3.49517  0.000
32 H -0.06119 -4.60783 3.40166  0.000
33 H -0.87210 -4.96468 1.88964  0.000
34 H -1.02199 -2.16063 2.94761  0.000
35 H 0.47878 -2.72409 2.21984  0.000
36 H 1.11084 -1.00439 -0.75955  0.000
37 H 1.31938 -1.94833 0.67365  0.000
38 H 0.05406 -3.73272 -1.08821  0.000
39 H 1.70113 -3.71804 -3.03122  0.000
40 H 2.18398 -2.09298 -2.52587  0.000
41 H 0.53615 -2.39111 -3.04576  0.000
42 H -1.32943 -2.21994 -1.86196  0.002
43 H -2.62227 -2.14096 -0.69571  0.000
44 H -4.06255 -1.02734 -2.22228  0.001
45 H -2.77938 -1.09170 -3.42326  0.000
46 H -3.52883 0.45812 -3.07130  -0.001
47 H 0.02353 0.16541 -1.87990  0.000
48 H -1.04191 1.54495 -2.16051  0.001
49 H -0.94344 0.23513 -3.32624  0.001
50 H -2.32979 2.49578 0.95698  0.000
51 H -1.17891 1.83177 2.08856  0.000
52 H -2.91973 1.76671 2.44870  0.001
53 H -4.06596 -0.00977 2.08156  0.001
54 H -2.82090 -1.22820 2.34146  0.001
55 H -3.78945 -1.23441 0.87319  0.001
56 H -0.41859 -0.27407 1.85672  0.000
57 H -0.24445 0.41675 0.26747  0.001
58 C 0.91736 5.85919 -3.69349  0.000
59 C 1.87306 6.84997 -3.49434  0.000
60 C 3.13108 6.51863 -3.02135  0.000
61 C 3.43789 5.19400 -2.73782  0.000
62 C 2.47432 4.20096 -2.92593  0.000
63 C 1.21636 4.53803 -3.40968  0.000
64 C 2.76638 2.77742 -2.59989  0.000
65 O 1.93380 1.91165 -2.77318  0.000
66 C 4.11052 2.44785 -2.04867  0.000
67 C 4.39185 1.13398 -1.69561  0.000
68 C 5.63819 0.80484 -1.19250  0.000
69 C 6.61266 1.78654 -1.04603  0.000
70 C 6.33784 3.09766 -1.39461  0.000
71 C 5.08534 3.43478 -1.89170  0.000
72 C 4.80264 4.85652 -2.24125  0.000
73 O 5.65415 5.71100 -2.12199  0.000
74 H -0.06317 6.12047 -4.06857  0.000
75 H 1.63435 7.88287 -3.70997  0.000
76 H 3.88276 7.28012 -2.86762  0.000
77 H 0.48012 3.76024 -3.55786  0.000
78 H 3.62954 0.37736 -1.81985  0.000
79 H 5.85375 -0.21849 -0.91509  0.000
80 H 7.58826 1.52638 -0.65759  0.000
81 H 7.08720 3.86870 -1.28291  0.000

=====

Entry 3:
Below is a molecular structure, C31H42N4O3 at a distorted geometry, with properties calculated with the ωB97M-V functional and the def2-TZVPD basis.

Computed properties:
Kohn-Sham gap = 7.643 eV
Highest occupied orbital energy = -7.12 eV
Largest force on an atom = 0.3795 hartree/bohr

Each line ends with the Löwdin charge.
Element x y z (Å)
1 C 0.04894 -2.01943 2.73478  0.021
2 H -0.88053 -2.06044 3.21793  0.062
3 H 0.45703 -2.89771 2.40227  0.022
4 H 0.79281 -1.35162 3.26347  0.097
5 C 0.02346 -1.21734 1.31532  -0.235
6 N -0.69362 -0.08290 1.62890  0.144
7 C -0.40813 0.93912 0.97698  -0.254
8 O 0.41995 0.97035 -0.24543  -0.140
9 C -1.17060 2.23523 1.04466  -0.085
10 C -0.57107 3.56444 0.55455  -0.205
11 C -1.41536 4.66534 0.79628  -0.374
12 C -2.62722 4.82264 0.08438  -0.125
13 C -3.19700 6.36699 0.60736  -0.262
14 C -2.58682 7.39221 0.17617  -0.308
15 C -1.05187 7.36418 0.78188  -0.122
16 C -0.45248 5.93160 0.62719  -0.190
17 H 0.58325 6.04067 1.14279  0.146
18 H -0.25331 5.95787 -0.47393  0.118
19 H -0.60231 8.22839 0.45654  0.061
20 H -1.33877 7.29319 2.02513  0.164
21 H -2.91731 8.34590 0.41911  0.109
22 H -2.44477 7.24945 -0.81395  0.097
23 H -4.43502 6.22113 0.06605  0.176
24 H -3.63266 6.12471 1.77790  0.176
25 H -3.29491 4.08153 0.22385  0.055
26 H -2.58732 4.94818 -0.88723  0.066
27 H -1.33660 4.92587 2.09342  0.226
28 H 0.33363 3.52849 0.77140  0.054
29 H -0.52917 3.31028 -0.43538  0.099
30 H -2.27858 2.15734 0.83723  0.140
31 H -1.33448 2.32354 2.11522  0.113
32 H -1.37949 0.03705 2.14606  0.075
33 H 0.73911 -1.18026 0.81476  -0.004
34 C -0.92782 -2.21084 0.47351  -0.019
35 N -0.24164 -2.78719 -0.66245  0.032
36 C 0.60079 -3.65223 -0.53207  -0.551
37 N 1.06819 -4.39491 0.31507  0.075
38 C 2.12706 -5.16264 0.31124  -0.116
39 H 2.09611 -6.17840 -0.09095  0.114
40 H 2.88835 -5.15467 0.95822  0.049
41 C 2.74599 -4.27776 -0.98373  -0.285
42 N 1.65601 -3.62004 -1.22596  -0.083
43 C 1.33215 -2.69660 -2.42527  0.049
44 H 2.11566 -1.89901 -2.74196  0.113
45 H 1.00009 -3.35870 -3.40779  0.153
46 C 0.01427 -1.75183 -1.80929  -0.094
47 C -1.11668 -1.66557 -2.71967  -0.087
48 C -2.08993 -0.54159 -2.28144  -0.218
49 C -1.77064 0.64680 -2.64455  -0.055
50 C -2.62014 1.47352 -2.10695  -0.075
51 C -3.88576 1.31286 -1.65286  -0.276
52 C -4.24045 -0.02332 -1.54193  -0.098
53 C -3.43907 -0.86548 -2.00475  -0.095
54 H -3.67359 -1.99908 -1.67499  0.174
55 H -5.27319 -0.19271 -0.94161  0.184
56 O -4.94425 2.17569 -1.05713  -0.075
57 H -4.29594 3.15459 -1.35083  0.219
58 H -2.32895 2.58104 -2.16955  0.145
59 H -0.87210 0.87942 -2.94241  0.104
60 H -0.93068 -1.46526 -3.55559  0.007
61 H -1.56767 -2.62284 -2.93267  0.144
62 H 0.27065 -0.90261 -1.39068  0.052
63 C 4.16649 -3.54673 -0.96786  -0.111
64 C 4.10446 -2.78454 0.34138  -0.178
65 C 3.50184 -1.33894 0.15482  -0.012
66 C 3.27494 -0.47983 1.19281  -0.039
67 C 3.70637 -0.87629 2.50116  -0.331
68 C 4.12463 -2.17873 2.60591  -0.051
69 C 4.57940 -3.08676 1.61595  -0.036
70 H 4.70743 -4.04032 1.95295  0.075
71 H 4.46406 -2.46640 3.58183  0.102
72 O 3.36964 -0.01799 3.51929  0.034
73 H 3.86409 -0.47971 4.23157  0.113
74 H 2.70729 0.37006 0.69667  0.122
75 H 3.21441 -0.95254 -0.85864  0.108
76 H 4.40750 -2.96272 -1.91163  0.118
77 H 4.93878 -4.43650 -0.79788  0.145
78 H 2.94157 -4.99455 -2.05324  0.170
79 H -1.95159 -1.47615 -0.17053  0.207
80 H -1.44282 -3.10416 1.09288  0.160